The following is a quantum chemistry calculation of a cluster of 12 separate species, H24O12 in total, from OMol25.

Each line ends with the Mulliken charge.
Element x y z (Å)
O -70.915 -12.152 9.880  -0.64
H -71.213 -11.364 9.616  0.26
H -71.869 -12.357 9.994  0.34
O -71.660 -12.594 14.322  -0.59
H -70.930 -13.012 14.835  0.31
H -71.031 -12.394 13.590  0.26
O -69.819 -12.816 11.802  -0.54
H -69.633 -13.643 11.552  0.18
H -70.421 -12.458 11.262  0.46
O -68.919 -7.014 12.599  -0.64
H -69.899 -7.035 13.000  0.33
H -69.098 -7.631 11.933  0.32
O -74.014 -12.156 13.707  -0.68
H -73.898 -11.284 13.376  0.36
H -73.155 -12.139 14.284  0.28
O -72.929 -10.640 16.228  -0.66
H -73.052 -10.335 15.275  0.35
H -72.238 -11.374 16.185  0.38
O -69.933 -9.206 15.349  -0.62
H -69.845 -8.979 14.461  0.30
H -70.812 -9.104 15.866  0.33
O -70.444 -10.115 12.757  -0.41
H -71.388 -10.323 13.204  0.30
H -70.565 -9.644 11.982  0.17
O -72.832 -7.996 11.500  -0.58
H -73.628 -7.616 11.531  0.23
H -72.310 -7.393 10.958  0.29
O -73.304 -9.405 13.828  -0.59
H -74.188 -9.188 14.233  0.32
H -73.355 -8.757 13.080  0.22
O -67.548 -12.003 13.052  -0.67
H -68.443 -12.138 12.993  0.29
H -67.532 -11.009 12.800  0.36
O -67.157 -9.247 13.143  -0.67
H -67.957 -8.785 12.899  0.33
H -66.678 -9.381 12.402  0.32

## Properties
HOMO = -9.741 eV
SMILES = O.O.O.O.O.O.O.O.O.O.O.O
E_LUMO = -1.0 eV
Orbital gap = 0.32108 Eh
Total energy = -24955.801 eV
2S+1 = 1
Total charge = 0



The following is a quantum chemistry calculation of a cluster of 12 separate species, H24O12 in total, from OMol25.

Each line ends with the Mulliken charge.
Element x y z (Å)
O -13.784 -12.470 -19.383  -0.28
H -14.329 -13.092 -19.863  0.39
H -13.289 -12.918 -18.720  0.07
O -10.920 -13.176 -19.378  -0.63
H -10.191 -13.148 -18.769  0.30
H -10.642 -12.426 -19.955  0.31
O -12.599 -15.020 -17.357  -0.67
H -13.028 -15.587 -17.966  0.29
H -12.889 -15.276 -16.449  0.32
O -15.153 -15.244 -19.531  -0.67
H -15.850 -15.154 -20.241  0.25
H -15.511 -14.866 -18.710  0.33
O -15.087 -13.060 -21.651  -0.71
H -15.297 -12.471 -22.370  0.27
H -14.154 -13.227 -21.773  0.31
O -16.925 -13.011 -19.223  -0.57
H -17.510 -13.737 -19.352  0.29
H -17.266 -12.423 -19.836  0.27
O -16.750 -15.081 -21.774  -0.74
H -16.053 -14.389 -21.722  0.52
H -16.235 -15.855 -21.908  0.31
O -12.460 -12.615 -16.403  -0.61
H -11.680 -12.916 -15.999  0.27
H -12.849 -13.383 -16.823  0.35
O -13.168 -10.099 -17.178  -0.76
H -13.575 -10.407 -17.946  0.32
H -13.183 -10.904 -16.682  0.41
O -10.671 -10.587 -18.212  -0.67
H -11.576 -10.396 -18.017  0.39
H -10.715 -11.481 -18.405  0.28
O -12.630 -10.349 -20.743  -0.62
H -13.085 -9.533 -20.448  0.34
H -13.105 -11.013 -20.328  0.32
O -15.510 -10.145 -18.834  -0.58
H -16.241 -10.091 -18.252  0.32
H -15.393 -11.087 -18.664  0.27

## Properties
HOMO = -9.914 eV
SMILES = O.O.O.O.O.O.O.O.O.O.O.O
E_LUMO = -0.1 eV
Orbital gap = 0.36193 Eh
Total energy = -24959.276 eV
2S+1 = 1
Total charge = 0



The following is a quantum chemistry calculation of a cluster of 12 separate species, H24O12 in total, from OMol25.

Each line ends with the Mulliken charge.
Element x y z (Å)
O -0.346 -3.771 -1.140  -0.62
H -0.756 -3.202 -1.791  0.32
H -0.909 -4.544 -1.108  0.30
O -0.591 0.662 4.582  -0.64
H -0.406 0.439 3.669  0.32
H -0.334 -0.116 5.076  0.31
O 3.794 3.065 0.844  -0.64
H 3.900 2.157 0.561  0.32
H 2.882 3.275 0.641  0.29
O 2.140 2.284 -3.508  -0.62
H 1.517 2.291 -2.782  0.30
H 2.172 3.194 -3.805  0.32
O -2.162 -3.059 3.150  -0.63
H -1.600 -2.435 2.691  0.31
H -2.000 -3.895 2.713  0.31
O -3.570 2.434 3.245  -0.65
H -2.939 1.803 3.590  0.34
H -3.505 3.185 3.834  0.31
O 3.965 -0.558 0.224  -0.60
H 3.771 -0.966 1.068  0.31
H 3.992 -1.288 -0.395  0.31
O -0.255 -0.221 0.968  -0.57
H -0.152 0.639 0.560  0.28
H -0.183 -0.841 0.242  0.29
O -0.240 3.319 -0.203  -0.56
H -0.144 4.125 0.305  0.29
H -0.921 3.521 -0.845  0.29
O 3.354 -3.313 -2.169  -0.63
H 2.442 -3.232 -1.890  0.33
H 3.405 -4.177 -2.576  0.30
O -4.474 -0.401 -1.585  -0.62
H -3.667 -0.193 -2.056  0.30
H -4.732 0.424 -1.173  0.32
O -1.160 -0.412 -3.317  -0.59
H -1.323 0.526 -3.418  0.29
H -0.967 -0.718 -4.203  0.30

## Properties
HOMO = -11.098 eV
SMILES = O.O.O.O.O.O.O.O.O.O.O.O
E_LUMO = -0.4 eV
Orbital gap = 0.39451 Eh
Total energy = -24959.313 eV
2S+1 = 1
Total charge = 0



The following is a quantum chemistry calculation of a cluster of 12 separate species, H24O12 in total, from OMol25.

Each line ends with the Mulliken charge.
Element x y z (Å)
O -0.025 0.299 0.192  -0.53
H 0.892 0.362 0.482  0.28
H -0.138 -0.632 -0.029  0.26
O -0.772 2.620 -3.749  -0.59
H 0.130 2.888 -3.539  0.31
H -0.785 1.674 -3.561  0.28
O 4.054 2.660 -1.845  -0.63
H 3.254 2.124 -1.806  0.30
H 4.012 3.202 -1.050  0.32
O -0.014 3.534 4.413  -0.62
H -0.226 4.474 4.412  0.32
H 0.480 3.404 3.595  0.30
O 4.031 -2.446 0.985  -0.58
H 3.304 -2.329 0.363  0.24
H 4.548 -3.167 0.608  0.33
O -4.210 1.401 0.044  -0.55
H -4.688 1.031 0.795  0.28
H -4.834 1.332 -0.687  0.27
O 1.571 -4.613 0.885  -0.57
H 1.567 -5.453 1.357  0.30
H 1.574 -4.866 -0.045  0.31
O -3.401 0.771 -3.110  -0.55
H -2.438 0.813 -3.139  0.20
H -3.615 -0.044 -3.577  0.33
O -2.204 -0.546 -1.087  -0.55
H -2.160 -0.724 -2.033  0.28
H -2.161 -1.420 -0.682  0.29
O -2.884 1.853 2.863  -0.60
H -2.257 1.801 2.133  0.32
H -3.450 1.083 2.741  0.27
O 0.480 -2.272 3.302  -0.61
H -0.449 -2.015 3.306  0.32
H 0.745 -2.180 2.380  0.28
O 3.330 -2.756 -2.628  -0.62
H 4.063 -2.215 -2.312  0.34
H 2.991 -3.179 -1.831  0.27

## Properties
HOMO = -10.811 eV
SMILES = O.O.O.O.O.O.O.O.O.O.O.O
E_LUMO = -0.6 eV
Orbital gap = 0.37524 Eh
Total energy = -24957.836 eV
2S+1 = 1
Total charge = 0



The following is a quantum chemistry calculation of a cluster of 12 separate species, H24O12 in total, from OMol25.

Each line ends with the Mulliken charge.
Element x y z (Å)
O -0.598 1.323 -0.926  -0.62
H -1.198 1.982 -0.559  0.32
H 0.027 1.152 -0.213  0.28
O 4.228 -0.996 -1.631  -0.64
H 3.771 -0.678 -0.844  0.31
H 3.891 -1.891 -1.752  0.31
O -4.688 -0.848 0.195  -0.59
H -5.019 -0.267 -0.499  0.28
H -4.746 -0.313 0.995  0.30
O 0.079 -3.468 -2.857  -0.63
H -0.525 -2.930 -2.333  0.34
H -0.381 -3.587 -3.696  0.30
O 4.147 -0.884 0.925  -0.53
H 4.865 -1.192 1.490  0.26
H 3.390 -0.827 1.518  0.27
O 1.516 5.381 -1.028  -0.62
H 1.569 5.128 -0.099  0.29
H 1.281 4.563 -1.480  0.33
O -2.147 -1.602 0.411  -0.57
H -1.833 -1.846 -0.467  0.21
H -3.088 -1.808 0.389  0.33
O -4.287 2.757 0.232  -0.63
H -5.234 2.872 0.094  0.32
H -4.174 1.802 0.294  0.30
O -1.292 -0.810 4.061  -0.65
H -1.717 -1.034 3.225  0.34
H -1.444 0.137 4.155  0.30
O -2.251 -0.524 -1.939  -0.48
H -2.875 -0.398 -2.663  0.23
H -1.481 -0.008 -2.201  0.31
O 1.955 -2.785 1.605  -0.60
H 1.831 -2.020 1.032  0.27
H 1.952 -2.414 2.495  0.32
O 3.771 2.209 0.839  -0.56
H 3.092 2.874 1.001  0.29
H 4.599 2.671 1.013  0.30

## Properties
HOMO = -10.206 eV
SMILES = O.O.O.O.O.O.O.O.O.O.O.O
E_LUMO = -0.4 eV
Orbital gap = 0.36159 Eh
Total energy = -24958.431 eV
2S+1 = 1
Total charge = 0



The following is a quantum chemistry calculation of a cluster of 12 separate species, H24O12 in total, from OMol25.

Each line ends with the Mulliken charge.
Element x y z (Å)
O 0.447 0.006 0.060  -0.14
H 0.768 0.197 -0.828  0.29
H -0.488 0.239 0.028  0.08
O -1.510 1.872 0.243  -0.57
H -1.607 1.259 -0.494  0.17
H -1.164 2.674 -0.164  0.32
O -4.323 3.403 -0.082  -0.60
H -3.696 3.165 -0.774  0.29
H -4.419 2.595 0.435  0.32
O 0.967 -3.501 -1.443  -0.63
H 1.669 -3.505 -0.783  0.29
H 0.175 -3.730 -0.945  0.32
O -1.293 -1.037 2.085  -0.54
H -0.853 -0.217 2.335  0.29
H -1.025 -1.663 2.767  0.26
O 3.277 0.514 3.351  -0.63
H 3.291 0.019 2.524  0.22
H 3.136 1.427 3.075  0.31
O 2.289 4.150 -0.988  -0.62
H 1.329 4.216 -1.037  0.30
H 2.496 3.359 -1.497  0.31
O 2.484 -1.401 0.570  -0.53
H 1.711 -1.654 1.087  0.32
H 3.035 -0.915 1.195  0.23
O -3.745 -1.031 0.374  -0.72
H -3.571 -1.553 1.165  0.28
H -3.754 -0.121 0.691  0.27
O -0.941 -0.176 -2.602  -0.60
H -0.292 0.464 -2.914  0.30
H -1.439 0.304 -1.930  0.25
O 5.053 -0.314 -1.528  -0.61
H 5.141 -0.086 -0.595  0.30
H 5.256 0.508 -1.990  0.31
O -2.582 -3.396 -0.239  -0.62
H -2.861 -3.528 -1.152  0.34
H -2.962 -2.543 0.001  0.43

## Properties
HOMO = -10.646 eV
SMILES = O.O.O.O.O.O.O.O.O.O.O.O
E_LUMO = -0.8 eV
Orbital gap = 0.36350 Eh
Total energy = -24957.816 eV
2S+1 = 1
Total charge = 0